{"formula": "C40H37BF3N3O5S", "method": "ωB97M-V/def2-TZVPD", "elements": ["C", "N", "C", "O", "C", "C", "C", "C", "C", "C", "C", "C", "N", "C", "C", "C", "B", "O", "C", "C", "C", "C", "C", "C", "O", "C", "C", "C", "C", "C", "N", "O", "O", "C", "C", "C", "C", "H", "H", "H", "H", "H", "H", "H", "H", "H", "H", "H", "H", "H", "H", "H", "H", "H", "H", "H", "H", "H", "H", "H", "H", "H", "H", "H", "H", "C", "C", "C", "C", "C", "C", "C", "C", "C", "C", "F", "F", "F", "C", "C", "S", "H", "H", "H", "H", "H", "H", "H", "H", "H"], "xyz": [[-1.914, 5.175, 1.664], [-1.964, 3.729, 1.626], [-3.161, 3.074, 1.565], [-4.267, 3.608, 1.618], [-2.842, 1.582, 1.414], [-3.647, 0.937, 0.289], [-5.143, 0.964, 0.542], [-6.012, 1.412, -0.457], [-7.380, 1.512, -0.195], [-7.882, 1.128, 1.056], [-7.013, 0.651, 2.045], [-5.645, 0.543, 1.778], [-1.395, 1.570, 1.211], [-0.761, 0.479, 0.710], [0.531, 0.102, 0.966], [1.484, -0.284, -0.107], [1.480, 1.123, -1.087], [0.398, 1.496, -1.928], [0.957, 2.163, -3.005], [0.350, 2.995, -3.922], [1.201, 3.615, -4.865], [2.596, 3.471, -4.810], [3.199, 2.776, -3.740], [2.355, 2.114, -2.885], [2.696, 1.531, -1.707], [2.885, -0.248, 0.545], [3.551, -1.346, 1.118], [4.822, -1.209, 1.711], [5.506, -0.002, 1.623], [4.834, 1.076, 1.021], [5.553, 2.102, 0.360], [6.793, 2.133, 0.470], [4.906, 2.899, -0.362], [3.474, 0.993, 0.705], [-0.789, 2.914, 1.355], [-0.099, 3.402, 0.093], [0.243, 3.005, 2.484], [-2.911, 5.539, 1.916], [-1.188, 5.496, 2.416], [-1.619, 5.593, 0.692], [-3.089, 1.089, 2.374], [-3.418, 1.471, -0.647], [-3.335, -0.110, 0.156], [-5.588, 1.713, -1.421], [-8.046, 1.895, -0.969], [-8.949, 1.200, 1.260], [-7.387, 0.365, 3.029], [-4.953, 0.163, 2.535], [-1.354, -0.166, 0.048], [0.836, -0.027, 2.029], [1.248, -1.206, -0.647], [-0.722, 3.167, -3.904], [0.757, 4.235, -5.646], [3.240, 3.913, -5.572], [4.270, 2.756, -3.540], [3.072, -2.331, 1.099], [5.279, -2.049, 2.242], [6.534, 0.138, 1.944], [2.940, 1.921, 0.527], [-0.656, 3.081, -0.788], [-0.017, 4.496, 0.088], [0.922, 2.994, 0.045], [-0.149, 2.562, 3.405], [1.165, 2.488, 2.194], [0.475, 4.064, 2.666], [0.718, -4.546, -5.067], [1.169, -4.277, -3.679], [2.476, -4.179, -3.210], [2.561, -3.918, -1.805], [1.321, -3.879, -1.155], [1.023, -4.128, 0.244], [-0.303, -4.031, 0.719], [-0.695, -4.651, 1.894], [0.280, -5.231, 2.715], [-0.103, -5.974, 3.979], [0.544, -7.180, 4.084], [0.191, -5.280, 5.130], [-1.441, -6.243, 4.027], [1.631, -5.161, 2.363], [1.990, -4.678, 1.115], [0.070, -3.899, -2.396], [1.500, -5.063, -5.632], [-0.189, -5.161, -5.080], [0.500, -3.595, -5.571], [3.346, -4.326, -3.861], [3.518, -3.764, -1.300], [-1.054, -3.500, 0.119], [-1.752, -4.715, 2.134], [2.420, -5.495, 3.027], [3.025, -4.760, 0.775]], "forces_ev_per_a": [[0.2, 0.0, 0.0], [-0.7, -0.1, -0.1], [-0.5, 0.5, 0.0], [1.3, -0.7, 0.0], [-0.1, 0.3, 0.5], [-0.2, -0.1, -0.4], [0.1, -0.1, 0.0], [0.0, 0.1, 0.5], [0.2, -0.2, 0.1], [0.3, 0.1, -0.1], [0.2, -0.1, -0.2], [-0.3, 0.3, -0.3], [-0.7, 0.0, 0.8], [0.6, -0.8, -0.4], [-1.3, 0.0, 1.8], [1.1, 2.4, 0.0], [0.4, -3.2, -2.4], [0.7, -0.3, 0.4], [0.6, 0.4, 0.6], [0.4, -0.1, -0.4], [0.1, -0.2, 0.1], [-0.1, -0.2, 0.4], [-0.1, 0.0, -0.5], [-0.7, 0.8, 0.1], [-1.0, -0.6, 0.5], [-0.5, -0.6, 0.6], [0.2, -0.1, -0.3], [-0.4, 0.0, 0.3], [-0.3, 0.5, -0.6], [-0.8, -1.8, 0.3], [1.5, 2.8, -0.9], [-1.9, -0.1, -0.1], [1.3, -1.3, 1.4], [0.7, 0.1, 0.1], [0.5, -0.2, 0.4], [0.0, 0.0, -0.5], [-0.2, 0.1, 0.4], [0.2, -0.1, 0.0], [-0.1, 0.1, 0.0], [-0.2, 0.0, 0.2], [0.1, 0.2, -0.3], [-0.1, -0.2, 0.2], [0.0, 0.3, 0.0], [-0.3, 0.0, 0.3], [0.1, -0.1, 0.3], [0.3, 0.0, 0.0], [0.0, 0.0, -0.3], [-0.4, 0.1, -0.2], [0.2, 0.8, -0.7], [0.2, 1.3, -0.8], [0.2, 0.1, -0.2], [0.1, -0.1, -0.1], [0.2, -0.2, 0.2], [-0.3, 0.1, 0.3], [-0.2, 0.1, -0.3], [0.2, 0.4, 0.0], [-0.2, 0.2, -0.4], [-0.1, -0.2, -0.2], [0.3, -0.2, -0.4], [0.1, 0.2, 0.1], [0.1, -0.3, 0.1], [-0.3, 0.3, 0.0], [0.1, 0.1, -0.1], [-0.3, 0.1, 0.1], [0.0, -0.3, 0.0], [-0.3, 0.2, -0.3], [1.4, 0.6, 1.2], [-0.8, 0.0, -0.1], [-0.7, -0.1, 0.2], [1.2, 0.3, -2.0], [-0.6, -0.2, 1.0], [0.1, 0.1, -0.4], [0.5, -0.1, 0.2], [-0.1, -0.1, 0.3], [-0.3, -0.3, 0.6], [-0.5, 1.1, -0.1], [-0.1, -0.5, -1.0], [1.0, 0.2, -0.1], [-0.1, 0.2, -0.3], [-0.2, 0.3, -0.4], [0.3, -0.8, 0.4], [-0.1, 0.1, 0.1], [0.2, 0.1, -0.1], [0.0, -0.3, -0.1], [-0.4, 0.1, 0.3], [-0.4, -0.3, 0.0], [0.3, -0.4, 0.1], [0.2, 0.1, 0.2], [-0.2, -0.3, 0.0], [-0.3, 0.0, 0.2]], "mulliken_charge": [-0.97, 0.30, 0.30, -0.70, 0.38, -0.59, 0.50, -0.34, -0.60, -0.43, -0.65, -0.33, 0.49, -0.27, -1.18, 1.59, 1.23, -0.49, 0.41, -1.02, -0.52, -0.61, -0.60, 0.42, -0.86, -0.51, 0.13, -0.68, -0.64, -0.98, 1.06, -0.65, -0.58, 0.55, 0.76, -1.37, -1.63, 0.38, 0.27, 0.34, 0.12, 0.28, 0.41, 0.34, 0.36, 0.36, 0.36, 0.34, 0.15, 0.51, -0.27, 0.47, 0.38, 0.39, 0.46, 0.43, 0.43, 0.48, 0.24, 0.32, 0.66, -0.09, 0.33, 0.17, 0.46, -1.25, 0.56, -0.96, -0.09, 0.18, 0.91, -0.56, -0.96, 0.31, 0.75, -0.26, -0.25, -0.28, -1.05, -0.25, -0.18, 0.36, 0.35, 0.27, 0.37, 0.45, 0.33, 0.44, 0.42, 0.41], "spin_multiplicity": 1, "e_tot_ha": -2809.47494, "lumo_ev": -0.823, "gap_ev": 6.666, "relative_energy_ev": 0.6878, "smiles": "CN1C(=O)[C@@H](Cc2ccccc2)N(/C=C/[C@@H](B2Oc3ccccc3O2)c2cccc([N+](=O)[O-])c2)C1(C)C.Cc1ccc(-c2ccc(C(F)(F)F)cc2)s1"}

---

{"formula": "C5H10O", "method": "ωB97M-V/def2-TZVPD", "elements": ["C", "C", "C", "C", "C", "O", "H", "H", "H", "H", "H", "H", "H", "H", "H", "H"], "xyz": [[-1.653, 0.959, 0.241], [-1.572, -0.549, 0.487], [-0.157, -1.040, 0.844], [0.673, -0.848, -0.390], [2.416, 0.417, -1.142], [1.786, -0.249, -0.044], [-1.049, 1.259, -0.625], [-1.299, 1.528, 1.110], [-2.686, 1.264, 0.042], [-1.891, -1.075, -0.421], [-2.262, -0.827, 1.290], [-0.190, -2.114, 1.071], [0.251, -0.505, 1.715], [1.863, 0.137, -2.040], [3.474, 0.163, -1.211], [2.295, 1.480, -0.928]], "forces_ev_per_a": [[0.0, 0.0, 0.0], [-0.2, -0.1, 0.0], [0.0, -0.1, -0.1], [0.1, 0.2, 0.5], [0.2, 0.2, -0.3], [-0.6, 0.0, -0.1], [-0.1, -0.1, 0.2], [0.0, -0.1, -0.1], [0.2, -0.1, 0.0], [0.0, 0.0, 0.2], [0.1, 0.0, -0.1], [0.0, 0.1, -0.1], [-0.1, -0.1, -0.1], [0.3, 0.1, 0.0], [-0.1, -0.1, 0.1], [0.2, 0.0, -0.2]], "mulliken_charge": [-1.09, -0.46, -0.15, -0.54, -0.56, -0.15, 0.30, 0.30, 0.33, 0.30, 0.33, 0.24, 0.28, 0.38, 0.26, 0.23], "spin_multiplicity": 1, "e_tot_ha": -271.64110, "lumo_ev": 1.037, "gap_ev": 9.379, "relative_energy_ev": 3.0344}

---

Copy entry 2 word for word.
{"formula": "C5H10O", "method": "ωB97M-V/def2-TZVPD", "elements": ["C", "C", "C", "C", "C", "O", "H", "H", "H", "H", "H", "H", "H", "H", "H", "H"], "xyz": [[-1.653, 0.959, 0.241], [-1.572, -0.549, 0.487], [-0.157, -1.040, 0.844], [0.673, -0.848, -0.390], [2.416, 0.417, -1.142], [1.786, -0.249, -0.044], [-1.049, 1.259, -0.625], [-1.299, 1.528, 1.110], [-2.686, 1.264, 0.042], [-1.891, -1.075, -0.421], [-2.262, -0.827, 1.290], [-0.190, -2.114, 1.071], [0.251, -0.505, 1.715], [1.863, 0.137, -2.040], [3.474, 0.163, -1.211], [2.295, 1.480, -0.928]], "forces_ev_per_a": [[0.0, 0.0, 0.0], [-0.2, -0.1, 0.0], [0.0, -0.1, -0.1], [0.1, 0.2, 0.5], [0.2, 0.2, -0.3], [-0.6, 0.0, -0.1], [-0.1, -0.1, 0.2], [0.0, -0.1, -0.1], [0.2, -0.1, 0.0], [0.0, 0.0, 0.2], [0.1, 0.0, -0.1], [0.0, 0.1, -0.1], [-0.1, -0.1, -0.1], [0.3, 0.1, 0.0], [-0.1, -0.1, 0.1], [0.2, 0.0, -0.2]], "mulliken_charge": [-1.09, -0.46, -0.15, -0.54, -0.56, -0.15, 0.30, 0.30, 0.33, 0.30, 0.33, 0.24, 0.28, 0.38, 0.26, 0.23], "spin_multiplicity": 1, "e_tot_ha": -271.64110, "lumo_ev": 1.037, "gap_ev": 9.379, "relative_energy_ev": 3.0344}